1.
Density functional theory data (ωB97M-V/def2-TZVPD) for a 11-piece molecular cluster, C28H84N6O13 overall at a distorted geometry.

Structure (XYZ):
```
131
C28H84N6O13 ωB97M-V/def2-TZVPD
C 27.86136 13.21329 -3.53216
O 26.52362 12.96156 -3.92177
C 26.16742 13.75142 -5.02849
C 24.69945 13.55458 -5.36948
C 23.75626 13.97469 -4.24563
N 24.37054 12.15182 -5.66425
H 28.16167 12.47453 -2.79326
H 27.95570 14.21221 -3.09186
H 28.50142 13.12903 -4.41780
H 26.38226 14.81314 -4.84157
H 26.75223 13.44185 -5.91197
H 24.48822 14.17184 -6.24889
H 23.93276 14.99818 -3.90912
H 23.83318 13.29701 -3.39690
H 22.73462 13.95417 -4.62813
H 25.16389 11.66526 -6.06725
H 24.17344 11.69074 -4.78444
C 25.79101 6.70388 4.34639
O 26.45087 7.16313 3.18454
C 27.51017 6.32058 2.81231
C 28.15656 6.89400 1.55897
C 27.23765 6.77007 0.37811
N 29.41957 6.16032 1.34020
H 25.42204 5.68255 4.21085
H 24.96246 7.37712 4.55028
H 26.48270 6.74103 5.19810
H 28.26975 6.22943 3.60272
H 27.11240 5.32074 2.57645
H 28.39108 7.93880 1.80133
H 26.27500 7.21447 0.65597
H 26.97930 5.73755 0.13071
H 27.56036 7.30624 -0.51620
H 29.92560 6.58147 0.56661
H 30.03831 6.31160 2.13231
C 23.51803 10.84803 -2.23029
O 23.12584 9.85280 -1.33821
C 22.61152 8.69669 -1.99708
C 22.05599 7.79762 -0.90786
C 23.08214 7.37643 0.12356
N 21.43593 6.57309 -1.49975
H 24.49554 10.59477 -2.67255
H 23.78536 11.77768 -1.70952
H 22.75308 11.14966 -2.95482
H 21.78910 9.02593 -2.63479
H 23.41148 8.18369 -2.54416
H 21.25668 8.36012 -0.41022
H 23.54212 8.23414 0.60526
H 23.80784 6.68218 -0.31339
H 22.58680 6.81012 0.91832
H 22.23658 6.09797 -1.92524
H 20.86779 6.86434 -2.29144
C 27.61561 11.07370 -0.35514
O 27.26762 10.28899 0.74952
C 25.88666 10.05235 0.88115
C 25.04130 11.27611 1.16345
C 25.60074 12.17207 2.26148
N 23.66744 10.85721 1.48365
H 27.55156 10.52472 -1.30896
H 28.68636 11.27940 -0.25316
H 27.07523 12.01855 -0.44033
H 25.47092 9.52786 -0.00101
H 25.76007 9.27382 1.64326
H 25.05365 11.87715 0.23565
H 25.10684 13.14148 2.29626
H 26.68276 12.27714 2.17946
H 25.45005 11.66612 3.22330
H 23.28012 10.47308 0.62382
H 23.16259 11.71790 1.68543
C 20.36408 14.02654 -2.62979
O 21.25954 14.75378 -1.82748
C 21.38951 14.23416 -0.53272
C 22.41299 15.02321 0.24066
C 23.81706 14.66644 -0.17717
N 22.24641 14.71154 1.68995
H 20.13375 14.67271 -3.47788
H 19.43554 13.68708 -2.16451
H 20.87870 13.15553 -3.06559
H 20.43428 14.24015 0.02603
H 21.65300 13.16208 -0.57473
H 22.26658 16.09984 0.10729
H 24.58657 15.31464 0.24683
H 23.89560 14.71439 -1.26706
H 24.06980 13.64070 0.10626
H 21.34865 15.07011 1.99792
H 22.95885 15.23620 2.18530
C 19.50960 10.34895 -2.32212
O 18.39156 11.03703 -1.84229
C 18.48919 11.30687 -0.45857
C 17.18113 11.85975 0.06442
C 16.84484 13.19311 -0.60481
N 17.20190 12.02863 1.52519
H 20.43369 10.90884 -2.11786
H 19.40798 10.23045 -3.40021
H 19.59534 9.35103 -1.86553
H 18.74644 10.38558 0.09243
H 19.32007 12.01193 -0.26870
H 16.39555 11.15297 -0.21781
H 17.59015 13.94640 -0.34215
H 15.84736 13.52611 -0.31938
H 16.79845 13.05166 -1.68619
H 17.41432 11.12953 1.95291
H 18.01835 12.59600 1.75109
O 17.83776 7.02828 1.93887
C 18.85710 6.77888 0.98609
C 19.05309 5.32451 0.63918
O 19.79264 4.57349 1.61629
H 18.15543 6.76526 2.80732
H 18.55421 7.27506 0.06070
H 19.82529 7.21505 1.26320
H 19.61435 5.29656 -0.29638
H 18.08489 4.84575 0.45930
H 19.42708 4.80217 2.47480
O 24.97697 3.43041 -0.38908
C 24.68596 2.06759 -0.69066
C 24.31848 1.24793 0.53924
O 23.35182 1.77536 1.41585
H 24.12208 3.84384 -0.23554
H 23.88980 2.04195 -1.44472
H 25.58391 1.61314 -1.10903
H 25.24190 1.05267 1.10368
H 24.03009 0.23016 0.22547
H 22.86866 2.49264 0.98197
O 23.42858 4.77239 -2.91496
H 24.37498 4.82457 -3.07894
H 23.02465 4.63340 -3.77620
O 20.75040 7.87545 -4.76495
H 19.85971 7.80049 -4.40896
H 20.61986 8.19408 -5.66308
O 22.20313 4.08334 0.18040
H 21.32656 4.33349 0.50267
H 22.41387 4.77507 -0.45594
```

orbital gap	8.9806	eV
electronic energy	-65952.9673	eV
HOMO level	-0.32892	Eh

2.
Density functional theory data (ωB97M-V/def2-TZVPD) for one molecule with the formula C13H19B at a distorted geometry.

Structure (XYZ):
```
33
C13H19B ωB97M-V/def2-TZVPD
C 5.21374 0.09568 -0.07533
C 3.73491 -0.03170 0.04847
C 3.06199 1.16899 -0.25054
C 1.67286 1.22517 -0.13536
C 1.03798 0.01723 0.13986
B -0.50039 0.03791 0.14208
C -1.94655 0.77105 0.34803
C -2.50804 1.86515 -0.58496
C -2.72555 0.87187 1.67878
C -1.80929 -0.72502 -0.22931
C -2.45409 -1.92227 0.45478
C -2.38606 -0.90361 -1.65684
C 1.68626 -1.17974 0.31750
C 3.02539 -1.17344 0.40838
H 5.63632 -0.79878 0.46267
H 5.61951 0.08881 -1.20999
H 5.63535 1.13081 0.30683
H 3.55992 2.00300 -0.47095
H 1.18186 2.09566 -0.32625
H -2.39548 2.86752 0.03912
H -3.43717 1.53643 -0.77217
H -1.81931 1.85281 -1.36719
H -3.52090 0.22603 1.77073
H -3.05774 1.83340 1.95932
H -1.95345 0.55146 2.43510
H -3.59886 -1.80868 0.27968
H -2.24237 -1.84657 1.57964
H -1.92259 -2.86367 -0.07424
H -3.44569 -0.49755 -1.86295
H -2.39014 -1.92537 -1.96972
H -1.63902 -0.49285 -2.52276
H 1.16199 -2.04467 0.51303
H 3.52461 -2.02508 0.62459
```

orbital gap	8.7283	eV
electronic energy	-14461.4227	eV
HOMO level	-0.31112	Eh
relative energy (zero: lowest compared OMol25 entry of this formula, charge and spin)	122.6	kJ/mol

3.
Density functional theory data (ωB97M-V/def2-TZVPD) for one molecule with the formula C17H24N2O2S.

Structure (XYZ):
```
46
C17H24N2O2S ωB97M-V/def2-TZVPD
C -2.29454 -4.30277 -0.56791
C -2.04026 -2.83966 -0.23544
C -3.21837 -2.23157 0.53074
N -2.98982 -0.84843 0.87632
C -3.27693 0.17533 0.03607
S -4.08538 -0.10289 -1.38626
N -2.95807 1.43514 0.43333
C -2.89347 2.51472 -0.53615
C -1.45599 3.05022 -0.64555
C -0.47793 1.93669 -0.26914
C 0.96852 2.33425 -0.51490
O 1.28123 3.48726 -0.72128
C 1.98220 1.26045 -0.42350
C 1.69326 -0.10665 -0.46497
C 2.70031 -1.03779 -0.36630
C 4.03400 -0.64048 -0.22059
O 4.93988 -1.64094 -0.12575
C 6.30520 -1.31413 -0.00524
C 4.33361 0.72007 -0.18773
C 3.31687 1.64581 -0.29362
C -0.64726 1.60360 1.22707
C -2.13962 1.72045 1.59073
H -2.43654 -4.88361 0.34122
H -3.18699 -4.39885 -1.18088
H -1.45371 -4.72029 -1.11609
H -1.12947 -2.74881 0.36454
H -1.90031 -2.27331 -1.15823
H -3.39578 -2.78649 1.45631
H -4.11645 -2.27443 -0.08851
H -2.31093 -0.69733 1.60494
H -3.23353 2.11612 -1.49373
H -3.58151 3.30997 -0.23203
H -1.29585 3.90322 0.01524
H -1.26144 3.38612 -1.66350
H -0.71688 1.05682 -0.87378
H 0.68223 -0.45785 -0.60131
H 2.48724 -2.09452 -0.40612
H 6.65886 -0.74558 -0.87059
H 6.83203 -2.26575 0.04020
H 6.50239 -0.74732 0.90993
H 5.35047 1.06360 -0.08282
H 3.54027 2.70212 -0.27199
H -0.06943 2.30686 1.82968
H -0.26371 0.60178 1.43010
H -2.40816 1.08100 2.43348
H -2.37026 2.74782 1.88405
```

orbital gap	8.3760	eV
electronic energy	-35929.2224	eV
HOMO level	-0.29173	Eh
relative energy (zero: lowest compared OMol25 entry of this formula, charge and spin)	156.4	kJ/mol

4.
Density functional theory data (ωB97M-V/def2-TZVPD) for a 2-piece molecular cluster, C4H10NO2 overall.

Structure (XYZ):
```
17
C4H10NO2 ωB97M-V/def2-TZVPD
C 1.99519 0.94380 0.91944
C 1.49550 0.75573 -0.47244
C 1.24695 1.65849 -1.39446
N 1.23854 -0.66716 -0.81403
H 2.06631 2.00197 1.14477
H 1.31734 0.46427 1.63607
H 2.99437 0.50832 1.04304
H 0.89542 1.38923 -2.38672
H 1.38484 2.71556 -1.21372
H 1.98213 -1.28878 -0.47596
H 1.15436 -0.78521 -1.82115
H 0.33178 -0.96814 -0.39432
O -1.36984 -1.31971 -0.22305
C -2.05414 -0.50189 0.34396
O -2.60392 -0.76340 1.50822
H -2.29275 0.48368 -0.07992
H -3.13660 -0.01921 1.82954
```

orbital gap	11.7388	eV
total charge	+1
electronic energy	-9888.4698	eV
HOMO level	-0.54488	Eh
relative energy (zero: lowest compared OMol25 entry of this formula, charge and spin)	107.9	kJ/mol

5.
Density functional theory data (ωB97M-V/def2-TZVPD) for C18H45BrMgN4Si as an isolated structure.

Structure (XYZ):
```
70
C18H45BrMgN4Si ωB97M-V/def2-TZVPD
Mg 0.15107 -0.22714 -0.19837
N -1.43475 -0.88757 -1.61301
C -1.54914 0.13860 -2.69190
C -0.21723 0.86045 -2.86484
N 0.33050 1.33598 -1.56456
C 1.76202 1.70339 -1.72078
C 2.49571 1.72510 -0.38388
N 2.19823 0.46706 0.36069
C -0.48187 2.44989 -0.98914
C -0.61354 2.40404 0.53896
N -1.05167 1.05076 1.00359
H -1.10151 -1.76529 -2.00526
H -2.35742 -1.09834 -1.24627
H -2.33773 0.83608 -2.41614
H -1.83149 -0.30176 -3.64695
H -0.31903 1.68102 -3.58051
H 0.50608 0.15564 -3.27999
H 1.86928 2.66350 -2.23225
H 2.22666 0.94383 -2.35296
H 2.18914 2.57623 0.21838
H 3.56177 1.84261 -0.57538
H 2.41981 0.58585 1.34459
H 2.82659 -0.26566 0.03849
H -1.48349 2.39679 -1.41278
H -0.06490 3.41679 -1.28031
H -1.31470 3.18144 0.84127
H 0.33270 2.62376 1.02588
H -2.05047 0.95168 0.84101
H -0.93849 0.99022 2.01154
C -0.80158 -5.62505 1.62484
C 0.73010 -5.75197 1.71076
C 1.17185 -5.04589 3.00525
C 1.09583 -7.25034 1.81901
Si 1.61240 -5.06910 0.17909
Br 0.68476 -2.54109 0.38919
C 0.86824 -5.41278 -1.53478
C 1.40180 -4.47500 -2.63159
C 1.25246 -6.86468 -1.90428
C -0.66694 -5.29740 -1.55111
C 3.45272 -4.61887 0.29870
C 3.80855 -3.87560 1.59988
C 4.23951 -5.95032 0.26867
C 3.93610 -3.73920 -0.86726
H -1.21458 -5.88705 2.60183
H -1.23380 -6.31206 0.90342
H -1.12930 -4.61198 1.38811
H 0.53738 -5.40649 3.81844
H 1.06160 -3.96179 2.95260
H 2.19675 -5.28190 3.27547
H 0.58598 -7.66706 2.69139
H 2.16650 -7.40984 1.95782
H 0.77425 -7.82384 0.94793
H 2.43482 -4.68449 -2.89157
H 1.32047 -3.42090 -2.35811
H 0.80775 -4.63844 -3.53472
H 2.33349 -7.00935 -1.95674
H 0.84270 -7.09505 -2.89122
H 0.84386 -7.59356 -1.20262
H -1.02129 -4.34751 -1.14607
H -1.14907 -6.10069 -1.00310
H -1.00232 -5.37506 -2.58875
H 3.71665 -4.50411 2.47904
H 3.20152 -2.98182 1.75212
H 4.85603 -3.56956 1.53666
H 4.00328 -6.58963 1.12096
H 5.30820 -5.72512 0.31420
H 4.06379 -6.52058 -0.64582
H 3.29138 -2.87472 -1.03831
H 4.02318 -4.29563 -1.79644
H 4.93586 -3.37167 -0.62220
```

orbital gap	9.8759	eV
total charge	+2
electronic energy	-108713.4449	eV
HOMO level	-0.55209	Eh

6.
Density functional theory data (ωB97M-V/def2-TZVPD) for one molecule with the formula C3H3NO2.

Structure (XYZ):
```
9
C3H3NO2 ωB97M-V/def2-TZVPD
O 0.64380 -2.21128 -0.08481
C 0.18874 -1.13302 0.14015
C 0.22187 0.13878 -0.68806
N -0.36095 1.05991 0.26783
C -0.78013 0.51353 1.41455
O -0.51596 -0.82722 1.28980
H 1.23454 0.40602 -0.99865
H -0.39484 -0.00480 -1.58468
H -0.23706 2.05808 0.24386
```

orbital gap	10.1947	eV
electronic energy	-8743.2088	eV
HOMO level	-0.35258	Eh
relative energy (zero: lowest compared OMol25 entry of this formula, charge and spin)	185.5	kJ/mol

Among the records above, which one has the highest HOMO level?
C17H24N2O2S